Formula: CH3N5O
Source: the OMol25 dataset
Level of theory: ωB97M-V with the def2-TZVPD basis set

Last column: Löwdin charge in e.
Cartesian coordinates (Å):
C 0.226 0.484 -0.641  -0.112
N 1.310 0.066 -2.532  0.207
N 1.072 1.295 -2.658  0.207
N 0.868 -0.441 -1.406  0.145
N 0.388 1.763 -1.572  -0.034
N -0.352 0.504 0.476  0.370
O -0.034 2.798 -1.342  0.410
H 1.040 -1.523 -1.187  0.297
H -0.474 -0.492 0.816  0.233
H -0.886 1.429 0.792  0.275

Values from the calculation:
Strongest force on any atom ... 4.2 eV/Å
Energy relative to the best compared isomer or geometry (same formula, charge and spin) ... 176.7 kJ/mol
LUMO energy ... -0.5358 Eh
Total charge ... +2